1.
DFT (ωB97M-V with the def2-TZVPD basis set) results for C42H60O15S as an isolated structure.

Last column: Mulliken charge in e.
Positions of all 118 atoms, in Å:
C -0.469 0.513 1.366  0.25
S 1.095 1.431 1.176  0.10
O 1.981 0.662 0.237  -0.31
C 0.387 2.708 0.108  -0.64
H -0.934 0.292 0.413  0.28
H -1.121 1.175 1.944  0.52
H -0.371 -0.355 2.016  -0.14
H -0.425 3.206 0.644  0.28
H -0.040 2.355 -0.829  -0.09
H 1.208 3.405 -0.057  0.42
C -2.548 -4.664 2.135  -0.52
C -2.575 -5.909 2.690  -0.58
C -1.868 -6.138 3.899  -0.57
C -1.021 -5.165 4.405  -0.40
C -1.029 -3.890 3.840  -0.48
C -1.742 -3.671 2.680  0.15
H -3.016 -4.513 1.170  0.35
H -3.179 -6.732 2.331  0.40
H -1.901 -7.045 4.488  0.36
H -0.335 -5.378 5.216  0.40
H -0.628 -3.045 4.383  0.42
H -1.623 -2.738 2.143  0.53
C 1.001 -5.206 -1.147  -0.84
C 0.636 -4.984 0.184  -0.37
C 1.173 -3.929 0.896  -0.44
C 1.896 -2.926 0.270  0.39
C 2.260 -3.198 -1.042  0.38
C 1.983 -4.375 -1.704  -0.75
H 0.634 -6.077 -1.675  0.42
H 0.120 -5.803 0.669  0.42
H 0.784 -3.873 1.910  0.36
H 2.242 -2.029 0.762  -0.02
H 2.783 -2.439 -1.614  -0.09
H 2.386 -4.557 -2.691  0.40
O 3.902 -1.195 6.857  -0.57
C 3.466 -1.160 5.743  0.33
O 3.947 -0.261 4.848  -0.39
C 3.476 -0.591 3.535  -0.05
C 2.273 -1.471 3.703  0.81
C 2.393 -2.042 5.150  -0.48
H 4.205 -1.134 2.932  0.14
H 3.202 0.335 3.032  0.11
H 2.246 -2.205 2.900  -0.30
H 1.331 -0.920 3.679  -0.15
H 2.794 -3.059 5.140  0.26
H 1.402 -2.123 5.579  0.33
O -3.186 3.308 0.779  -0.42
C -3.348 4.273 1.478  0.45
O -3.618 5.487 0.989  -0.34
C -3.820 6.421 2.046  -0.51
C -3.143 5.799 3.286  -0.54
C -3.362 4.306 2.992  -0.40
H -4.894 6.474 2.231  0.29
H -3.378 7.381 1.799  0.34
H -3.602 6.139 4.211  0.33
H -2.069 5.978 3.319  0.28
H -4.318 3.869 3.292  0.31
H -2.600 3.620 3.357  0.21
O -2.921 -1.132 0.863  -0.44
C -3.766 -1.360 0.028  0.22
O -4.373 -2.525 -0.003  -0.31
C -5.588 -2.481 -0.807  -0.64
C -5.287 -1.425 -1.835  -0.44
C -4.234 -0.507 -1.166  0.68
H -6.426 -2.197 -0.167  0.24
H -5.714 -3.536 -1.040  0.38
H -6.190 -0.920 -2.180  0.61
H -4.834 -1.735 -2.779  0.02
H -4.580 0.484 -0.880  0.79
H -3.332 -0.401 -1.767  -1.18
O 2.828 1.183 -2.971  -0.49
C 3.224 2.303 -3.050  0.51
O 2.985 3.091 -4.118  -0.41
C 3.436 4.431 -3.933  -0.56
C 3.665 4.534 -2.441  -0.45
C 4.099 3.115 -2.084  -0.24
H 2.713 5.136 -4.337  0.36
H 4.394 4.656 -4.411  0.32
H 2.777 4.816 -1.877  0.11
H 4.524 5.185 -2.271  0.39
H 3.900 2.876 -1.043  0.14
H 5.136 2.906 -2.353  0.37
O 7.078 -2.011 -3.201  -0.61
C 6.328 -1.772 -2.298  0.33
O 6.550 -2.242 -1.058  -0.42
C 5.536 -1.848 -0.126  -0.14
C 4.811 -0.700 -0.836  0.41
C 5.067 -0.979 -2.318  -0.20
H 6.012 -1.591 0.819  0.22
H 4.800 -2.618 0.117  0.14
H 5.135 0.324 -0.635  0.51
H 3.741 -0.673 -0.631  -0.52
H 5.067 -0.100 -2.957  0.24
H 4.205 -1.518 -2.720  0.20
O -3.641 4.140 -4.726  -0.59
C -2.684 4.182 -4.011  0.40
O -1.420 4.353 -4.434  -0.39
C -0.513 4.386 -3.339  0.27
C -1.403 4.996 -2.285  -0.51
C -2.677 4.161 -2.472  0.08
H 0.316 5.037 -3.622  0.00
H -0.120 3.403 -3.065  -0.01
H -1.622 6.041 -2.520  0.37
H -0.984 5.075 -1.278  0.29
H -3.582 4.650 -2.126  0.27
H -2.599 3.154 -2.067  -0.13
O -4.083 -1.473 -3.282  -0.39
C -2.994 -1.666 -2.818  0.24
O -2.672 -2.734 -2.068  -0.34
C -1.325 -2.685 -1.603  0.50
C -0.942 -1.202 -1.661  0.49
C -1.888 -0.626 -2.733  -0.66
H -0.707 -3.410 -2.129  0.04
H -1.340 -2.973 -0.550  -0.42
H 0.060 -1.081 -2.076  0.78
H -1.092 -0.695 -0.715  -1.81
H -1.496 -0.384 -3.717  0.44
H -2.401 0.245 -2.324  0.31

Values from the calculation:
LUMO: -0.0040 hartree
gap between HOMO and LUMO: 7.42 eV
total charge: 0

=====

2.
DFT (ωB97M-V with the def2-TZVPD basis set) results for a 2-piece molecular cluster, C6H15Br2N2 overall.

Last column: Mulliken charge in e.
Positions of all 25 atoms, in Å:
C 1.438 0.856 1.192  -1.31
C -1.058 1.111 1.378  -1.22
C -0.290 0.776 -1.557  -1.67
C 0.978 -1.301 -1.099  -1.31
C 0.130 0.500 0.696  1.08
C -0.168 -0.414 -0.483  0.83
N -0.169 -1.966 1.996  -0.50
N -1.463 -1.054 -0.522  -0.56
Br 1.165 -3.270 2.296  0.04
Br -1.545 -1.837 3.508  0.01
H 2.264 0.601 0.538  0.32
H 1.495 1.939 1.528  0.39
H 1.570 0.371 2.243  0.36
H -1.935 0.810 0.790  0.28
H -1.024 2.121 1.577  0.48
H -1.312 0.566 2.243  0.20
H 0.716 1.174 -1.759  0.48
H -0.536 0.442 -2.516  0.47
H -0.944 1.501 -1.292  0.45
H 1.397 -1.895 -0.317  0.21
H 1.824 -0.596 -1.204  0.35
H 0.825 -1.704 -2.044  0.52
H -0.810 -2.423 1.194  0.44
H -1.388 -1.635 -1.426  0.37
H -2.394 -0.536 -0.638  0.30

Values from the calculation:
relative energy (zero: lowest compared OMol25 entry of this formula, charge and spin): 61.76 kcal per mole
LUMO: -0.1989 hartree
gap between HOMO and LUMO: 7.71 eV
total charge: +1

=====

3.
DFT (ωB97M-V with the def2-TZVPD basis set) results for C3H6N4 as an isolated structure.

Last column: Mulliken charge in e.
Positions of all 13 atoms, in Å:
C -0.139 1.034 1.179  -0.11
C -0.960 0.199 0.245  0.66
C 1.179 -0.335 -0.362  0.41
N 1.095 0.947 1.072  -0.33
N -0.124 -0.538 -0.557  -0.08
N -2.243 0.188 0.200  -0.24
N 2.293 -0.704 -0.816  -0.20
H -0.594 1.683 1.927  0.40
H -0.497 -1.187 -1.256  0.27
H -2.804 0.789 0.812  0.30
H -2.790 -0.391 -0.443  0.29
H 3.158 -0.302 -0.425  0.33
H 2.426 -1.384 -1.575  0.31

Values from the calculation:
relative energy (zero: lowest compared OMol25 entry of this formula, charge and spin): 19.94 kcal per mole
LUMO: -0.3955 hartree
gap between HOMO and LUMO: 10.06 eV
total charge: +2

=====

4.
DFT (ωB97M-V with the def2-TZVPD basis set) results for a 2-piece molecular cluster, CH7BF3NO5PS2 overall.

Last column: Mulliken charge in e.
Positions of all 21 atoms, in Å:
N -0.296 2.741 -1.398  -0.56
P 0.087 1.400 -2.214  0.33
S 0.778 -0.028 -0.708  -0.16
B 1.991 -1.288 -1.434  0.62
O 2.906 -1.887 -0.496  -0.40
O 2.038 -1.673 -2.797  -0.37
S -1.051 -1.024 -0.121  0.95
O -1.951 -1.143 -1.326  -0.47
O -0.796 -2.364 0.481  -0.45
C -1.827 0.196 1.116  0.62
F -2.691 -0.437 1.983  -0.12
F -2.457 1.177 0.333  -0.11
F -0.711 0.796 1.769  -0.16
H -0.075 2.537 -0.401  0.26
H 1.063 1.623 -3.239  0.21
H -1.101 0.867 -2.834  0.19
H 2.437 -1.871 0.378  0.33
H 1.136 -1.534 -3.163  0.31
O 0.399 0.903 4.878  -0.61
H -0.144 0.203 5.263  0.33
H 0.266 0.806 3.928  0.28

Values from the calculation:
LUMO: -0.2681 hartree
gap between HOMO and LUMO: 6.64 eV
total charge: +1

=====

5.
DFT (ωB97M-V with the def2-TZVPD basis set) results for one molecule with the formula C7H10O.

Last column: Mulliken charge in e.
Positions of all 18 atoms, in Å:
C 0.612 0.650 -0.914  -0.25
C -0.700 -0.333 1.004  -0.55
C 0.055 -0.357 -1.840  -1.15
C -2.049 0.309 0.755  -1.09
C 0.557 0.635 0.572  1.33
C 1.959 -0.191 0.492  -1.09
C 2.989 -0.759 0.741  0.07
O 0.502 1.778 1.154  -0.77
H 0.748 1.656 -1.306  0.40
H -0.504 -0.439 2.070  0.42
H -0.605 -1.317 0.545  0.35
H 0.533 -0.251 -2.818  0.40
H -1.023 -0.200 -1.989  0.28
H 0.193 -1.382 -1.494  0.31
H -2.025 1.364 1.028  0.30
H -2.363 0.232 -0.289  0.24
H -2.813 -0.187 1.360  0.34
H 3.935 -1.210 0.927  0.46

Values from the calculation:
relative energy (zero: lowest compared OMol25 entry of this formula, charge and spin): 141.21 kcal per mole
LUMO (spin up / spin down): -0.0544 / -0.0543 hartree
gap between HOMO and LUMO (spin up / spin down): 6.74 / 6.74 eV
total charge: 0

=====

6.
DFT (ωB97M-V with the def2-TZVPD basis set) results for C18H15CuN9O3S as an isolated structure.

Last column: Mulliken charge in e.
Positions of all 47 atoms, in Å:
Cu -0.131 -0.860 -0.850  -0.17
N -1.461 4.837 3.091  -0.61
C -1.776 3.618 2.473  1.19
C -2.497 2.645 3.162  -0.74
C -2.848 1.460 2.535  -0.25
C -2.484 1.245 1.215  -0.24
C -1.766 2.210 0.516  -0.53
C -1.419 3.392 1.144  -0.84
S -2.870 -0.282 0.413  1.31
O -3.989 -0.871 1.100  -0.73
O -3.001 0.018 -0.990  -0.72
N -1.524 -1.183 0.531  -0.29
C -1.163 -1.809 1.680  0.67
N -0.058 -2.592 1.582  -0.45
C 0.300 -3.255 2.664  -0.07
C -0.375 -3.172 3.874  -0.77
C -1.446 -2.293 3.887  -0.05
N -1.842 -1.610 2.828  -0.35
H -1.390 4.785 4.095  0.22
H -0.669 5.310 2.686  0.23
H -2.788 2.821 4.192  0.26
H -3.401 0.691 3.056  0.48
H -1.491 2.035 -0.516  0.40
H -0.873 4.150 0.594  0.33
H 1.183 -3.882 2.567  0.37
H -0.073 -3.731 4.748  0.36
H -2.008 -2.117 4.801  0.38
N 5.493 -1.959 -3.097  -0.52
C 4.234 -1.882 -2.542  1.13
C 4.049 -1.483 -1.218  -0.79
C 2.766 -1.374 -0.724  -0.25
N 1.671 -1.630 -1.442  -0.06
C 1.852 -2.016 -2.709  -0.27
C 3.093 -2.157 -3.295  -0.68
H 6.275 -2.015 -2.468  0.21
H 5.594 -2.484 -3.947  0.21
H 4.894 -1.255 -0.580  0.28
H 2.596 -1.075 0.304  0.38
H 0.953 -2.206 -3.281  0.38
H 3.167 -2.465 -4.330  0.30
O -0.090 0.849 -2.035  -0.46
N -0.359 0.571 -3.245  -0.04
C -0.694 1.596 -4.010  0.46
C -0.960 1.341 -5.384  0.07
N -1.176 1.150 -6.500  -0.54
C -0.736 2.929 -3.492  0.31
N -0.759 4.005 -3.083  -0.54

Values from the calculation:
LUMO: 0.0853 hartree
gap between HOMO and LUMO: 7.18 eV
total charge: -1